No. 1
This record from OMol25 describes one molecule with the formula C5H9NO2 in a non-equilibrium geometry. The level of theory is wB97M-V/def2-TZVPD.

Summary:
SMILES = CC(=O)N(C)CC=O
Relative energy (zero: lowest compared OMol25 entry of this formula, charge and spin) = 25.0 kcal per mole
Calculated total energy = -401.13688 Eh
HOMO-LUMO gap = 9.965 eV
E_HOMO = -0.3403 Ha
Molecular weight = 115.132 Da

ORCA input file:
```
! wB97M-V def2-TZVPD RIJCOSX def2/J DEFGRID3
* xyz 0 1
C 1.009 -0.744 1.966
C 1.067 -0.361 0.512
O 2.051 -0.303 -0.187
N -0.194 -0.180 -0.072
C -1.362 0.392 0.593
C -0.280 -0.265 -1.519
C 0.055 1.020 -2.222
O -0.429 1.278 -3.290
H 2.002 -0.907 2.384
H 0.628 0.084 2.570
H 0.407 -1.605 2.242
H -1.690 1.347 0.176
H -1.068 0.659 1.602
H -2.176 -0.331 0.556
H 0.448 -1.030 -1.821
H -1.231 -0.675 -1.860
H 0.764 1.623 -1.630
*
```

Atom charges from the natural (NBO) analysis, given in e for atoms 1 to 4: C -0.725; C 0.691; O -0.597; N -0.458


No. 2
This record from OMol25 describes C3H3FHoO2 as an isolated structure in a non-equilibrium geometry. The level of theory is wB97M-V/def2-TZVPD.

Summary:
⟨S²⟩ = 8.76
Calculated total energy = -1313.44459 Eh
HOMO-LUMO gap (spin up / spin down) = 6.294 / 6.626 eV
E_HOMO (spin up / spin down) = -0.5928 / -0.6441 Ha
Molecular weight = 254.983 Da

ORCA input file:
```
! wB97M-V def2-TZVPD RIJCOSX def2/J DEFGRID3
* xyz 2 6
H -0.638 0.928 0.449
H -0.070 1.274 -1.234
O 1.497 0.604 -0.032
O 0.625 -1.312 0.721
C 0.237 1.290 -0.183
C -0.706 -1.144 0.373
C 1.712 -0.594 0.417
H 0.432 2.316 0.138
F -0.878 -0.131 -0.521
Ho -2.212 -3.230 -0.128
*
```

Atom charges from the natural (NBO) analysis, given in e for atoms 1 to 4: H 0.227; H 0.224; O -0.425; O -0.539


No. 3
This record from OMol25 describes a 5-piece molecular cluster, C9H21N3O12 overall in a non-equilibrium geometry. The level of theory is wB97M-V/def2-TZVPD.

Summary:
SMILES = C[N+](=O)[O-].C[N+](=O)[O-].C[N+](=O)[O-].COC(=O)OC.COC(=O)OC
Relative energy (zero: lowest compared OMol25 entry of this formula, charge and spin) = 152.4 kcal per mole
Calculated total energy = -1422.09143 Eh
HOMO-LUMO gap = 8.814 eV
E_HOMO = -0.3416 Ha
Molecular weight = 363.276 Da

ORCA input file:
```
! wB97M-V def2-TZVPD RIJCOSX def2/J DEFGRID3
* xyz 0 1
C 0.172 0.176 1.434
N -1.085 0.984 1.075
O -1.141 1.462 -0.056
O -2.022 0.999 1.844
H 0.272 -0.517 0.599
H 0.077 -0.432 2.334
H 0.966 0.917 1.338
C 4.744 -0.044 0.778
N 3.362 -0.370 1.149
O 3.119 -1.471 1.588
O 2.539 0.475 1.011
H 5.496 -0.696 1.223
H 4.905 1.024 0.920
H 4.785 -0.180 -0.303
C -1.522 3.344 -1.458
N -0.120 3.751 -1.569
O 0.320 4.159 -2.614
O 0.548 3.610 -0.579
H -1.992 3.134 -2.418
H -1.993 4.275 -1.146
H -1.675 2.494 -0.793
C 3.057 -1.283 -3.742
O 2.111 -0.781 -2.798
C 2.378 0.423 -2.212
O 3.360 1.104 -2.493
O 1.362 0.726 -1.356
C 1.516 1.941 -0.604
H 2.917 -0.797 -4.707
H 3.031 -2.361 -3.905
H 4.069 -1.126 -3.367
H 2.514 1.889 -0.170
H 0.754 2.176 0.139
H 1.485 2.796 -1.280
C -2.155 -1.143 1.718
O -3.518 -1.487 2.093
C -3.967 -2.748 1.900
O -3.329 -3.698 1.510
O -5.315 -2.667 2.127
C -6.024 -3.936 2.011
H -2.106 -0.798 0.685
H -1.584 -2.068 1.796
H -1.725 -0.426 2.417
H -5.706 -4.631 2.788
H -5.781 -4.436 1.074
H -7.100 -3.760 2.019
*
```

Atom charges from the natural (NBO) analysis, given in e for atoms 1 to 4: C -0.519; N 0.546; O -0.418; O -0.334


No. 4
This record from OMol25 describes an isolated ion of composition C5H9N2S and charge +1 in a non-equilibrium geometry. The level of theory is wB97M-V/def2-TZVPD.

Summary:
Relative energy (zero: lowest compared OMol25 entry of this formula, charge and spin) = 85.2 kcal per mole
Calculated total energy = -703.23638 Eh
HOMO-LUMO gap (spin up / spin down) = 7.407 / 7.408 eV
E_HOMO (spin up / spin down) = -0.4462 / -0.4462 Ha
Molecular weight = 129.208 Da

ORCA input file:
```
! wB97M-V def2-TZVPD RIJCOSX def2/J DEFGRID3
* xyz 1 1
C 0.084 1.277 0.377
C -1.202 0.669 0.089
C 1.667 -0.563 0.705
C -0.228 -1.996 -1.010
C 0.429 2.654 -0.064
N 0.966 0.433 0.800
N -0.551 -2.836 -0.036
S -0.904 -0.520 -1.543
H -1.734 0.281 0.973
H -1.869 1.415 -0.259
H 2.212 -0.917 1.590
H 0.338 -2.524 -1.814
H -0.358 3.060 -0.709
H 1.244 2.659 -0.849
H 0.818 3.183 0.819
H -0.109 -3.701 0.031
H -0.804 -2.574 0.900
*
```

Atom charges from the natural (NBO) analysis, given in e for atoms 1 to 4: C 0.143; C -0.443; C 0.026; C -0.018


No. 5
This record from OMol25 describes one molecule with the formula C25H32N4O4S in a non-equilibrium geometry. The level of theory is wB97M-V/def2-TZVPD.

Summary:
SMILES = CCN(CC)CCCNC(=S)N(Cc1ccco1)Cc1cc2cc3c(cc2[nH]c1=O)OCCO3
Relative energy (zero: lowest compared OMol25 entry of this formula, charge and spin) = 47.5 kcal per mole
Calculated total energy = -1890.02570 Eh
HOMO-LUMO gap = 7.539 eV
E_HOMO = -0.2763 Ha
Molecular weight = 484.622 Da

ORCA input file:
```
! wB97M-V def2-TZVPD RIJCOSX def2/J DEFGRID3
* xyz 0 1
C -4.481 -1.548 -2.830
C -3.341 -1.396 -1.814
N -3.642 -1.745 -0.439
C -3.998 -3.139 -0.237
C -2.825 -4.066 -0.546
C -4.550 -0.814 0.206
C -4.445 -0.832 1.738
C -3.012 -1.047 2.246
N -2.028 -0.326 1.482
C -1.752 0.966 1.669
S -2.480 1.829 2.895
N -0.855 1.565 0.834
C -0.310 2.872 1.153
C -0.666 3.894 0.128
C -1.855 4.488 -0.178
C -1.596 5.360 -1.263
C -0.272 5.232 -1.539
O 0.302 4.342 -0.709
C -0.371 0.970 -0.399
C 0.969 0.304 -0.218
C 2.132 0.992 -0.317
C 3.395 0.376 -0.082
C 4.606 1.072 -0.137
C 5.803 0.432 0.105
C 5.813 -0.951 0.383
C 4.620 -1.648 0.461
C 3.412 -0.996 0.239
N 2.220 -1.666 0.302
C 0.979 -1.119 0.093
O -0.016 -1.832 0.155
O 6.972 -1.640 0.577
C 8.133 -0.934 0.188
C 8.056 0.512 0.670
O 6.959 1.165 0.071
H -4.148 -1.198 -3.803
H -5.345 -0.960 -2.529
H -4.783 -2.588 -2.927
H -2.491 -2.006 -2.130
H -3.016 -0.350 -1.818
H -4.263 -3.253 0.815
H -4.881 -3.437 -0.827
H -2.696 -4.202 -1.617
H -2.998 -5.042 -0.100
H -1.911 -3.643 -0.137
H -5.604 -0.988 -0.072
H -4.279 0.186 -0.141
H -4.811 0.127 2.106
H -5.077 -1.612 2.164
H -2.960 -0.722 3.290
H -2.744 -2.102 2.183
H -1.537 -0.877 0.786
H 0.781 2.804 1.233
H -0.728 3.159 2.123
H -2.789 4.324 0.320
H -2.300 5.995 -1.762
H 0.360 5.699 -2.268
H -0.280 1.774 -1.137
H -1.097 0.243 -0.768
H 2.122 2.038 -0.588
H 4.618 2.127 -0.361
H 4.652 -2.701 0.689
H 2.234 -2.657 0.515
H 8.977 -1.460 0.634
H 8.226 -0.948 -0.907
H 8.945 1.074 0.382
H 7.949 0.525 1.763
*
```

Atom charges from the natural (NBO) analysis, given in e for atoms 1 to 4: C -0.637; C -0.207; N -0.469; C -0.214


No. 6
This record from OMol25 describes one molecule with the formula C10H9N5O4 in a non-equilibrium geometry. The level of theory is wB97M-V/def2-TZVPD.

Summary:
SMILES = CC(=O)N/C(N)=N/c1nc2cc([N+](=O)[O-])ccc2o1
Relative energy (zero: lowest compared OMol25 entry of this formula, charge and spin) = 33.3 kcal per mole
Calculated total energy = -961.09622 Eh
HOMO-LUMO gap = 8.273 eV
E_HOMO = -0.3174 Ha
Molecular weight = 263.213 Da

ORCA input file:
```
! wB97M-V def2-TZVPD RIJCOSX def2/J DEFGRID3
* xyz 0 1
C 2.848 4.618 1.652
C 1.452 3.934 1.778
O 1.051 3.818 2.879
N 0.933 3.414 0.624
C 0.590 2.215 0.824
N 0.173 1.586 1.916
N 0.431 1.586 -0.329
C -0.047 0.326 -0.603
N -0.176 -0.607 0.270
C -0.681 -1.676 -0.414
C -1.068 -2.953 -0.039
C -1.594 -3.837 -1.054
N -2.003 -5.195 -0.773
O -2.051 -6.036 -1.706
O -2.242 -5.511 0.351
C -1.607 -3.432 -2.406
C -1.203 -2.177 -2.775
C -0.646 -1.354 -1.743
O -0.274 -0.085 -1.896
H 3.020 5.312 0.874
H 2.887 5.259 2.525
H 3.594 3.838 1.708
H 1.606 3.358 -0.166
H -0.110 2.201 2.668
H -0.419 0.751 1.797
H -1.148 -3.369 0.979
H -2.015 -4.145 -3.133
H -1.304 -1.839 -3.807
*
```

Atom charges from the natural (NBO) analysis, given in e for atoms 1 to 4: C -0.730; C 0.707; O -0.552; N -0.593